Entry from the Open Molecules 2025 dataset: an isolated ion of composition C6H16N2 and charge +1 at a distorted geometry (ωB97M-V with the def2-TZVPD basis set).

XYZ file:
```
24
Properties=species:S:1:pos:R:3
C 0.009 0.016 -0.747
N -1.380 -0.013 -1.115
C -1.782 -0.785 -2.269
N -2.141 -2.092 -1.824
C 0.291 0.944 0.435
C 1.199 0.414 1.546
C 2.643 0.294 1.037
C 1.121 1.355 2.730
H 0.584 0.263 -1.625
H 0.324 -1.031 -0.573
H -2.010 -0.051 -0.307
H -0.927 -0.763 -2.941
H -2.674 -0.338 -2.705
H -3.078 -2.363 -2.087
H -1.850 -2.458 -0.928
H -0.678 1.207 0.862
H 0.752 1.875 0.074
H 0.926 -0.606 1.809
H 3.369 0.232 1.841
H 2.753 -0.575 0.367
H 2.919 1.108 0.350
H 1.514 2.326 2.443
H 1.667 1.021 3.619
H 0.109 1.525 3.105
```

Calculated values
Multiplicity: 2
Frontier orbital gap (spin up / spin down) (Ha): 0.435 / 0.264
Expectation value of S²: 0.76
DFT total energy (eV): -9453.3307
Net charge: +1
Molar mass (g mol⁻¹): 116.21
E_LUMO (spin up / spin down) (eV): -3.0 / -7.6
HOMO (spin up / spin down) (eV): -14.79 / -14.74